# 1
This record from OMol25 describes a single C9H9ClO molecule in a non-equilibrium geometry. The level of theory is ωB97M-V with the def2-TZVPD basis set.

Each line ends with the Löwdin charge.
Element x y z (Å)
C1 0.54320 2.34157 -0.07146  -0.030
C2 1.65658 1.84247 -0.76200  -0.071
C3 -0.36614 1.47415 0.55516  -0.061
C4 1.89335 0.49380 -0.62484  -0.060
C5 -0.24663 0.13068 0.42945  -0.203
C6 0.95113 -0.43778 -0.14805  -0.196
C7 -1.36661 -0.66845 1.13632  -0.197
C8 -2.32180 -1.34252 0.08095  -0.495
C9 1.31932 -1.80313 0.05997  -0.080
O1 2.14989 -2.51668 -0.67279  -0.002
Cl1 -3.27785 0.03416 -0.58397  0.559
H1 0.30280 3.34259 -0.01258  0.079
H2 2.46654 2.37920 -1.20312  0.097
H3 -1.23147 1.79283 1.11992  0.110
H4 2.91809 0.27958 -1.03075  0.124
H5 -0.88064 -1.48828 1.74495  0.121
H6 -2.14783 -0.09437 1.72268  0.109
H7 -1.87466 -1.77479 -0.68668  0.018
H8 -2.96955 -1.94767 0.51466  0.017
H9 2.48227 -2.03736 -1.56782  0.161

energy relative to the best compared isomer or geometry (same formula, charge and spin) = 89.10 kcal/mol
2S+1 = 1


# 2
This record from OMol25 describes a molecular structure, C9H9CrI2NO4RuSSe in a non-equilibrium geometry. The level of theory is ωB97M-V with the def2-TZVPD basis set.

Each line ends with the Löwdin charge.
Element x y z (Å)
I1 3.01579 -3.44674 2.08410  0.647
I2 3.85607 -1.05569 1.21405  0.525
Ru1 -0.98714 1.41516 1.41535  0.831
Cr1 -0.80131 -0.81337 1.34582  0.246
S1 0.79736 0.39773 0.11776  0.758
C1 -1.40711 -1.92121 -0.06341  -0.039
C2 -1.66397 -1.80320 2.76182  0.004
C3 0.62346 0.22538 -1.75398  -0.810
C4 1.53125 1.21392 -2.49190  -0.044
C5 -0.80908 0.44762 -2.17310  -0.061
C6 1.14947 -1.13768 -2.12488  -0.081
C7 -1.78668 1.89525 2.97084  -0.186
C8 -2.28856 1.91488 0.23823  -0.187
O1 -2.27495 -2.21311 3.66065  0.283
O2 -2.02304 -2.55079 -0.85841  0.260
O3 -2.19960 2.20161 4.01839  0.246
O4 -3.13772 2.26816 -0.49465  0.239
H1 1.44366 1.03438 -3.58440  0.141
H2 2.58490 1.08780 -2.19723  0.106
H3 1.21829 2.24647 -2.29036  0.111
H4 -0.87684 0.38170 -3.25988  0.146
H5 -1.11161 1.44081 -1.87142  0.072
H6 -1.49564 -0.26978 -1.72884  0.057
H7 1.11046 -1.25560 -3.21700  0.144
H8 0.60677 -1.97563 -1.70914  0.069
H9 2.18936 -1.27076 -1.83484  0.083
Se1 1.75195 1.07011 5.12174  1.283
C9 0.80165 0.45334 3.82938  -0.696
N1 0.18283 0.01922 2.87534  -0.146

electronic energy = -5236.4779 a.u.
expectation value of S² = 20.050
2S+1 = 9
total charge = +4


# 3
This record from OMol25 describes a gas-phase ion, C9H9F3NO2 (charge +1). The level of theory is ωB97M-V with the def2-TZVPD basis set.

Each line ends with the Löwdin charge.
Element x y z (Å)
C1 -1.06159 2.91475 0.52643  0.075
C2 -1.31351 1.91976 -0.31924  -0.085
C3 -1.05780 0.51554 0.07537  -0.146
N1 -2.12110 -0.30455 0.22109  0.167
C4 -2.04386 -1.60175 0.55035  0.070
C5 -0.81234 -2.16705 0.77143  -0.262
O1 -0.71721 -3.48652 1.07723  0.089
C6 0.31251 -1.35910 0.63907  0.122
C7 0.20892 -0.01723 0.27851  -0.083
C8 1.46935 0.80125 0.10304  -0.088
O2 1.83225 0.92610 -1.26835  0.073
C9 2.49904 -0.12426 -1.81709  -0.691
F1 3.54256 -0.51133 -1.06396  0.169
F2 1.69109 -1.20515 -1.95662  0.155
F3 2.92740 0.23934 -3.01242  0.210
H1 -0.93589 3.93834 0.20330  0.087
H2 -0.93943 2.68902 1.58016  0.090
H3 -1.74462 2.07868 -1.30156  0.127
H4 -3.03990 0.09986 0.08438  0.191
H5 -2.95091 -2.18235 0.63201  0.163
H6 -0.60157 -3.60274 2.02895  0.139
H7 1.29605 -1.77926 0.81235  0.156
H8 1.28734 1.81708 0.43778  0.128
H9 2.27322 0.40155 0.71777  0.144

electronic energy = -852.9334 a.u.
2S+1 = 1
SMILES = C=Cc1[nH+]cc(O)cc1COC(F)(F)F
total charge = +1


# 4
This record from OMol25 describes a single C9H9FO3 molecule in a non-equilibrium geometry. The level of theory is ωB97M-V with the def2-TZVPD basis set.

Each line ends with the Löwdin charge.
Element x y z (Å)
C1 -1.63911 0.54920 -2.26009  -0.109
C2 -1.52704 -0.59157 -1.23493  -0.202
C3 -1.93659 -0.07104 0.15249  -0.180
O1 -1.20677 -0.65449 1.23312  -0.004
C4 0.08178 -0.28980 1.27812  -0.234
C5 0.49804 0.95129 1.30732  0.082
C6 1.94926 1.25275 1.33476  -0.391
O2 2.40425 2.24084 1.78029  0.141
C7 2.84249 0.21840 0.70770  0.090
C8 2.45261 -1.01197 0.68527  -0.248
F1 3.10623 -1.99270 0.15152  0.155
C9 1.14145 -1.36169 1.33498  -0.259
O3 0.96122 -2.37505 1.88854  0.206
H1 -0.81334 1.25845 -2.17243  0.074
H2 -2.56639 1.10622 -2.11535  0.074
H3 -1.63690 0.16960 -3.27979  0.070
H4 -2.24685 -1.34392 -1.55262  0.107
H5 -0.51362 -0.98905 -1.27504  0.110
H6 -2.97606 -0.33643 0.32870  0.131
H7 -1.90664 1.02078 0.13952  0.108
H8 -0.24655 1.73454 1.31163  0.137
H9 3.77852 0.51562 0.25632  0.140

energy relative to the best compared isomer or geometry (same formula, charge and spin) = 61.94 kcal/mol
2S+1 = 1
SMILES = CCCOC1=CC(=O)C=C(F)C1=O


# 5
This record from OMol25 describes a single C9H9IN2 molecule in a non-equilibrium geometry. The level of theory is ωB97M-V with the def2-TZVPD basis set.

Each line ends with the Löwdin charge.
Element x y z (Å)
C1 0.79052 -2.53430 0.00798  -0.029
C2 2.11020 -2.74790 0.06658  -0.120
C3 0.17645 -1.22524 0.02246  -0.212
C4 0.67208 0.01841 0.06849  0.032
C5 2.81699 -0.51798 0.07409  -0.708
C6 0.08873 1.34748 0.30376  -0.223
C7 -1.32193 -1.19135 -0.16742  -0.052
C8 -1.97758 -0.00099 -0.16208  -0.067
C9 -1.87512 2.55394 -0.08727  -0.069
N1 3.01868 -1.71626 -0.09680  -0.034
N2 -1.32122 1.22454 0.12908  -0.176
I1 4.21157 0.99940 -0.02687  0.792
H1 0.18265 -3.33626 0.04000  0.072
H2 2.49958 -3.68239 0.17758  0.075
H3 0.69273 1.94520 -0.46503  0.130
H4 0.40754 1.81244 1.28704  0.139
H5 -1.96868 -1.95863 -0.43420  0.070
H6 -3.05221 0.23480 -0.37025  0.134
H7 -2.10950 2.85196 -1.08436  0.074
H8 -1.23263 3.38286 0.36278  0.117
H9 -2.80884 2.54028 0.35444  0.051

energy relative to the best compared isomer or geometry (same formula, charge and spin) = 72.49 kcal/mol
2S+1 = 1


# 6
This record from OMol25 describes a single C9H9N3O molecule in a non-equilibrium geometry. The level of theory is ωB97M-V with the def2-TZVPD basis set.

Each line ends with the Löwdin charge.
Element x y z (Å)
C1 3.08226 1.19560 -0.49202  -0.104
C2 2.93051 0.47011 0.65292  -0.109
C3 2.09749 1.12390 -1.46572  -0.073
C4 1.75562 -0.18684 0.94328  -0.051
C5 0.93486 0.38018 -1.21686  -0.079
C6 -3.14465 0.38829 -1.00364  -0.101
C7 -4.17210 1.05016 -0.41450  -0.128
C8 0.72990 -0.25215 -0.07162  -0.208
C9 -0.35856 -1.09278 0.62752  -0.160
N1 -2.35611 0.03251 -0.07346  -0.184
N2 -1.56552 -0.93199 -0.15078  0.027
N3 -3.87883 1.24186 0.85238  0.033
O1 -2.83124 0.47722 1.17521  0.037
H1 3.99205 1.68273 -0.77995  0.097
H2 3.67861 0.62263 1.46528  0.117
H3 2.00898 1.62369 -2.40825  0.095
H4 1.50389 -0.72742 1.90945  0.126
H5 0.34980 0.33004 -2.13676  0.110
H6 -2.78440 0.22098 -2.07624  0.169
H7 -5.09618 1.40268 -0.97636  0.145
H8 -0.10195 -2.16538 0.50501  0.132
H9 -0.36349 -0.66229 1.64878  0.108

energy relative to the best compared isomer or geometry (same formula, charge and spin) = 151.78 kcal/mol
2S+1 = 1


# 7
This record from OMol25 describes 2 unconnected molecules or ions with the total composition C9H9N3O2 in a non-equilibrium geometry. The level of theory is ωB97M-V with the def2-TZVPD basis set.

Each line ends with the Löwdin charge.
Element x y z (Å)
O1 1.65758 -0.01720 -3.85945  0.038
C1 0.49565 0.12187 -3.42196  -0.489
C2 -0.73756 0.63740 -4.14568  0.027
C3 -2.09139 0.72795 -3.67586  -0.088
N1 -2.29761 0.19442 -2.50374  0.096
C4 -1.25739 -0.40240 -1.73377  -0.478
O2 -1.52271 -0.92096 -0.73413  0.149
N2 0.02662 -0.36484 -2.29246  0.184
H1 -0.50776 1.03848 -5.09661  0.072
H2 -3.05143 0.95191 -4.28910  0.162
H3 -3.08525 0.36300 -1.99614  0.118
H4 0.86523 -0.66247 -1.71309  0.206
C5 1.09493 -0.70302 5.02307  -0.070
C6 -0.06872 0.06516 4.71558  -0.053
C7 -0.05817 0.69252 3.47655  -0.179
N3 0.96500 0.77426 2.67384  0.049
C8 2.01841 0.09025 2.96836  -0.168
C9 2.10608 -0.74333 4.09860  -0.075
H5 0.92865 -1.26278 5.96870  0.114
H6 -0.96139 0.04855 5.29746  0.089
H7 -0.97685 1.12430 3.12460  0.098
H8 2.87789 0.06768 2.24008  0.122
H9 2.96284 -1.30870 4.23984  0.075

energy relative to the best compared isomer or geometry (same formula, charge and spin) = 62.84 kcal/mol
2S+1 = 1
SMILES = O=c1cc[nH]c(=O)[nH]1.c1ccncc1


# 8
This record from OMol25 describes 2 unconnected molecules or ions with the total composition C9H9N3O2 in a non-equilibrium geometry. The level of theory is ωB97M-V with the def2-TZVPD basis set.

Each line ends with the Löwdin charge.
Element x y z (Å)
O1 0.05499 -0.06707 2.32418  0.093
C1 -0.80370 -0.31358 1.49866  -0.417
C2 -0.70891 -1.40720 0.48859  -0.121
C3 -1.48336 -1.58911 -0.60849  -0.125
N1 -2.48038 -0.57935 -0.79760  0.065
C4 -2.63721 0.60764 -0.01956  -0.487
O2 -3.38181 1.49942 -0.34255  0.078
N2 -1.89589 0.57303 1.20240  0.206
H1 0.15931 -1.91896 0.73081  0.085
H2 -1.65802 -2.38256 -1.44201  0.176
H3 -3.29679 -0.68679 -1.52258  0.203
H4 -2.11874 1.26335 1.88664  0.145
C5 2.22918 1.57560 -0.23123  -0.053
C6 0.85524 1.23823 -0.52853  -0.043
C7 0.45390 -0.04545 -0.57263  -0.235
N3 1.28842 -1.06591 -0.20946  0.036
C8 2.60511 -0.74072 -0.04553  -0.083
C9 3.15261 0.56738 -0.11942  -0.073
H5 2.61361 2.59602 -0.24423  0.105
H6 0.11370 2.07124 -0.68746  0.129
H7 -0.58335 -0.40093 -1.00284  0.097
H8 3.30988 -1.56390 0.19033  0.114
H9 4.21221 0.76963 0.05253  0.105

energy relative to the best compared isomer or geometry (same formula, charge and spin) = 140.86 kcal/mol
2S+1 = 1
SMILES = O=c1cc[nH]c(=O)[nH]1.c1ccncc1


# 9
This record from OMol25 describes 2 unconnected molecules or ions with the total composition C9H9N3O2 in a non-equilibrium geometry. The level of theory is ωB97M-V with the def2-TZVPD basis set.

Each line ends with the Löwdin charge.
Element x y z (Å)
O1 1.86506 2.50385 -1.24473  0.118
C1 2.00318 1.51202 -0.60443  -0.500
C2 1.39893 1.38324 0.64444  -0.038
C3 1.40313 0.20368 1.21185  -0.189
N1 2.11234 -0.92910 0.93196  0.115
C4 3.04791 -0.79734 -0.21678  -0.417
O2 3.68773 -1.78536 -0.50590  0.083
N2 2.71403 0.34919 -0.95637  0.213
H1 0.66544 2.05991 1.07381  0.137
H2 0.79069 0.13062 2.07083  0.116
H3 1.97400 -1.92553 1.34056  0.205
H4 3.18941 0.39928 -1.82861  0.151
C5 -1.23534 -0.73740 -0.08625  -0.133
C6 -2.11796 -1.19445 -1.11400  -0.025
C7 -3.38701 -0.63042 -1.08915  -0.085
N3 -3.64737 0.38539 -0.16349  0.033
C8 -2.78160 0.84035 0.65842  -0.114
C9 -1.45804 0.27942 0.58832  -0.123
H5 -0.31002 -1.40088 0.20158  0.146
H6 -1.84182 -1.94743 -1.79645  0.083
H7 -4.23731 -0.72526 -1.68632  0.080
H8 -3.21051 1.52709 1.34715  0.100
H9 -0.62488 0.49911 1.22355  0.044

energy relative to the best compared isomer or geometry (same formula, charge and spin) = 86.07 kcal/mol
2S+1 = 1
SMILES = O=c1cc[nH]c(=O)[nH]1.c1ccncc1


# 10
This record from OMol25 describes a single C9H9N3O3 molecule in a non-equilibrium geometry. The level of theory is ωB97M-V with the def2-TZVPD basis set.

Each line ends with the Löwdin charge.
Element x y z (Å)
N1 -2.86095 2.10367 -0.63985  -0.059
C1 -2.20239 1.10674 -1.58152  -0.256
C2 -0.59843 1.13874 -1.41659  -0.134
C3 0.02296 -0.06097 -0.55191  -0.070
C4 -0.49738 -0.45859 0.71849  -0.149
N2 -1.64347 0.17141 1.39581  0.081
C5 0.20992 -1.70045 1.49684  -0.224
O1 -0.46653 -2.54971 2.16177  0.031
C6 1.81668 -1.74925 1.38184  0.075
C7 2.36312 -1.32598 0.11327  -0.133
N3 3.81650 -1.30488 -0.17941  0.119
C8 4.50746 -0.97628 0.89716  -0.136
O2 4.85970 -0.87917 2.10417  0.099
C9 1.32613 -0.88343 -1.06510  -0.188
O3 1.54970 -1.13414 -2.29215  0.045
H1 -3.68663 2.52981 -1.08702  0.059
H2 -2.18340 2.83042 -0.34930  0.050
H3 -2.58254 1.27104 -2.65019  0.110
H4 -2.54607 0.06543 -1.18931  0.113
H5 -0.20952 2.17370 -1.05541  0.123
H6 -0.16065 1.02086 -2.48956  0.118
H7 -1.88524 -0.40162 2.23439  0.093
H8 -1.41690 1.10604 1.77735  0.099
H9 2.46794 -2.09338 2.26622  0.133

energy relative to the best compared isomer or geometry (same formula, charge and spin) = 140.97 kcal/mol
2S+1 = 1
SMILES = NCCC1=C(N)C(=O)C=C(N=C=O)C1=O


# 11
This record from OMol25 describes a molecular structure, C9H9N3OP in a non-equilibrium geometry. The level of theory is ωB97M-V with the def2-TZVPD basis set.

Each line ends with the Löwdin charge.
Element x y z (Å)
C1 0.91423 0.88628 0.49198  0.055
C2 -3.62916 -1.37972 0.56672  0.014
C3 -0.48490 0.74012 0.31439  -0.318
C4 -0.59933 -0.66923 -0.11955  -0.206
C5 -3.29068 0.05039 0.51344  -0.228
C6 -1.87074 -1.08028 -0.65088  -0.197
C7 -2.77451 0.88350 1.43553  0.017
C8 -1.62008 1.63038 0.86149  -0.294
C9 2.85681 -0.62874 0.26206  0.022
N1 0.58576 -1.22560 -0.13799  0.190
N2 1.46615 -0.28562 0.23286  -0.151
N3 -2.68974 0.15075 -0.77549  -0.202
O1 -2.64814 -1.99527 -0.01816  0.105
P1 -1.75508 1.56785 -0.98146  1.228
H1 1.48212 1.74222 0.80204  0.156
H2 -4.45257 -1.91709 0.99549  0.142
H3 -0.60276 0.09272 -2.93863  0.009
H4 -3.10057 1.00667 2.45111  0.127
H5 -1.25669 2.50103 1.39202  0.127
H6 3.00643 -1.48345 -0.39420  0.108
H7 3.46230 0.21203 -0.07006  0.107
H8 3.16043 -0.91139 1.27166  0.111
H9 -0.40860 -0.65567 -3.13423  0.079

energy relative to the best compared isomer or geometry (same formula, charge and spin) = 65.28 kcal/mol
2S+1 = 1
total charge = +1


# 12
This record from OMol25 describes a molecular structure, C9H9N5OPdS2Si in a non-equilibrium geometry. The level of theory is ωB97M-V with the def2-TZVPD basis set.

Each line ends with the Löwdin charge.
Element x y z (Å)
Pd1 0.90667 -0.09265 -1.35053  0.508
S1 2.37705 0.22650 0.50572  0.502
C1 2.28308 1.96584 0.35073  -1.127
S2 0.82156 2.13568 -0.51117  0.540
C2 3.25309 2.85112 0.77678  -0.371
C3 4.51291 2.23246 1.21261  -0.280
N1 5.47753 1.67062 1.54497  0.096
C4 2.98899 4.25603 0.98239  -0.256
N2 2.79588 5.37948 1.17289  0.091
C5 -1.30936 -1.46082 0.53038  -0.180
Si1 -1.94982 -0.06782 -0.49437  0.114
C6 -2.16936 1.45091 0.51905  -0.221
C7 -3.73512 -0.35182 -0.96997  -0.195
O1 -1.02405 0.20316 -1.77298  -0.530
H1 -1.77766 -1.43399 1.48850  0.008
H2 -0.25476 -1.14381 0.62300  -0.018
H3 -1.43068 -2.47869 0.09950  0.044
H4 -2.96211 1.45937 1.20308  -0.006
H5 -2.34139 2.28985 -0.21947  0.055
H6 -1.24245 1.65833 1.03258  -0.023
H7 -4.26145 -0.31224 -0.03136  0.002
H8 -4.06198 -1.22193 -1.56549  0.021
H9 -4.13644 0.49938 -1.51583  0.013
N3 1.44702 -2.04678 -1.92441  -0.008
C8 1.70060 -3.03623 -1.33495  -0.405
N4 2.13028 -4.09459 -0.76043  0.034
C9 1.31537 -4.88913 -0.08085  -0.446
N5 0.64662 -5.64823 0.48963  0.039

energy relative to the best compared isomer or geometry (same formula, charge and spin) = 13.07 kcal/mol
expectation value of S² = 2.009
2S+1 = 3
total charge = -2